Density functional theory data (ωB97M-V/def2-TZVPD) for a molecular structure, C16H25CrN15O4.

Each line ends with the Löwdin spin population.
Positions of all 61 atoms, in Å:
Cr1 0.370 -0.376 0.573  2.88
O1 -0.422 -1.643 1.797  0.02
O2 1.790 -0.402 4.221  0.01
O3 1.356 0.202 2.114  0.02
O4 -0.064 -2.516 3.823  0.01
N1 3.864 -2.481 -0.458  0.00
N2 1.546 0.973 -0.534  -0.01
N3 2.278 2.850 -1.293  0.01
N4 3.369 2.088 -1.079  0.00
N5 -1.177 1.158 0.609  0.00
N6 3.656 -0.123 -0.266  0.01
N7 1.213 2.215 -0.961  0.00
N8 -0.596 -3.253 -1.518  0.00
N9 2.992 -3.496 -0.284  0.01
N10 1.823 -3.048 0.003  0.00
N11 1.877 -1.696 0.070  -0.01
N12 -1.329 3.535 1.113  0.00
N13 -0.277 -1.767 -3.127  0.00
N14 -0.910 -1.001 -0.948  0.02
N15 -1.069 2.051 2.754  0.00
C1 -1.660 1.311 -0.761  0.00
C2 0.175 -1.703 2.962  0.01
C3 -1.167 2.195 1.401  0.01
C4 -0.979 4.310 2.300  0.00
C5 -1.970 -0.064 -1.315  0.00
C6 3.143 -1.402 -0.225  0.01
C7 -1.004 4.227 -0.126  0.00
C8 -0.617 -1.957 -1.810  0.00
C9 -1.602 0.895 3.443  0.00
C10 1.222 -0.563 3.165  0.01
C11 0.411 -0.561 -3.549  0.00
C12 0.077 -4.029 -2.543  0.00
C13 2.873 0.953 -0.618  0.00
C14 0.080 -3.053 -3.730  0.00
C15 -1.107 -3.853 -0.304  0.00
C16 -1.189 3.322 3.431  0.00
H1 -0.954 0.615 4.273  0.00
H2 -0.645 -3.338 -4.497  0.00
H3 -1.432 -3.066 0.370  0.00
H4 -2.599 1.135 3.837  0.00
H5 -1.379 3.702 -0.993  0.00
H6 -1.607 5.199 2.382  0.00
H7 1.062 -2.979 -4.199  0.00
H8 0.011 -0.194 -4.495  0.00
H9 -2.574 1.918 -0.788  0.00
H10 -0.476 -4.944 -2.755  0.00
H11 -0.909 1.795 -1.387  0.00
H12 1.482 -0.752 -3.664  0.00
H13 0.071 4.366 -0.241  0.00
H14 -1.933 -4.526 -0.554  0.00
H15 0.067 4.630 2.231  0.00
H16 -2.918 -0.422 -0.895  0.00
H17 1.080 -4.290 -2.194  0.00
H18 -1.496 5.201 -0.083  0.00
H19 4.623 -0.059 -0.537  0.00
H20 -0.308 -4.399 0.193  0.00
H21 -0.450 3.422 4.226  0.00
H22 -2.191 3.416 3.871  0.00
H23 0.289 0.205 -2.787  0.00
H24 -1.685 0.059 2.758  0.00
H25 -2.106 0.007 -2.402  0.00

Values from the calculation:
Lowest unoccupied orbital energy (spin up / spin down) ... 2.5695 / 2.5673 eV
Maximum force ... 0.31 eV Å⁻¹
Spin multiplicity ... 4
Charge ... -1
HOMO energy (spin up / spin down) ... -5.27 / -5.32 eV
Relative energy (zero: lowest compared OMol25 entry of this formula, charge and spin) ... 1.0 kcal/mol

---

Density functional theory data (ωB97M-V/def2-TZVPD) for 2 unconnected molecules or ions with the total composition C3H10NO in a non-equilibrium geometry.

Each line ends with the Mulliken charge.
Positions of all 15 atoms, in Å:
O1 1.603 -0.115 0.611  -0.56
N1 -1.203 -0.327 0.028  0.12
C1 2.698 0.309 -0.233  -0.54
C2 -1.879 -1.240 -0.636  -0.04
C3 -1.634 1.094 0.185  -0.78
H1 -2.664 1.300 -0.156  0.34
H2 -1.461 1.443 1.213  0.31
H3 -0.227 -0.441 0.008  0.24
H4 -2.933 -0.998 -0.802  0.28
H5 2.267 0.904 -1.014  0.22
H6 1.654 0.099 1.515  0.29
H7 -1.167 1.931 -0.607  0.29
H8 3.354 0.884 0.306  0.34
H9 -1.410 -2.244 -0.808  0.28
H10 3.074 -0.642 -0.639  0.21

Values from the calculation:
Lowest unoccupied orbital energy ... -5.4337 eV
Maximum force ... 4.42 eV Å⁻¹
Charge ... +1
HOMO energy ... -14.49 eV
Relative energy (zero: lowest compared OMol25 entry of this formula, charge and spin) ... 50.9 kcal/mol

---

Density functional theory data (ωB97M-V/def2-TZVPD) for 3 unconnected molecules or ions with the total composition C17H38N2O5S in a non-equilibrium geometry.

Each line ends with the Mulliken charge.
Positions of all 63 atoms, in Å:
S1 1.173 -2.925 -0.217  0.52
O1 0.030 -2.157 -1.109  -0.39
O2 0.416 -3.105 1.198  -0.30
O3 -1.752 3.458 -2.267  -0.65
O4 2.249 -1.998 -0.023  -0.48
O5 2.910 -3.408 -4.754  -0.59
N1 -2.313 1.361 -2.928  0.14
N2 4.230 -1.705 -4.042  0.18
C1 -3.663 1.770 -3.276  -0.99
C2 0.020 -1.506 4.537  -1.04
C3 -0.643 -0.123 4.650  -0.62
C4 3.855 -1.925 -2.654  -0.76
C5 0.491 -1.978 2.107  0.28
C6 1.241 1.485 0.135  -1.45
C7 -2.120 -0.070 4.280  -1.19
C8 -1.919 -0.022 -3.118  -0.98
C9 -2.336 0.530 2.880  0.32
C10 -0.356 -2.318 3.306  -0.46
C11 3.697 -2.507 -4.981  0.09
C12 -1.467 2.289 -2.440  0.17
C13 -1.115 2.225 0.553  -0.14
C14 5.153 -0.637 -4.370  -0.89
C15 -2.228 2.672 1.500  -1.65
C16 0.254 2.023 1.184  0.30
C17 -2.230 2.038 2.889  -0.67
H1 -3.322 0.255 2.517  0.41
H2 0.649 2.938 1.611  0.44
H3 -2.212 3.748 1.628  0.37
H4 1.093 -1.348 4.541  0.41
H5 1.517 -1.774 2.386  0.38
H6 0.118 -1.081 1.618  -0.42
H7 -2.013 -0.291 -4.173  0.44
H8 -3.634 2.549 -4.038  0.29
H9 -1.392 1.314 0.034  0.24
H10 -0.158 -2.769 -1.845  0.34
H11 6.108 -0.797 -3.866  0.32
H12 2.779 -1.820 -2.541  0.07
H13 -4.170 2.173 -2.399  0.28
H14 1.001 1.902 -0.839  0.29
H15 0.168 1.258 1.944  -0.31
H16 -4.216 0.913 -3.653  0.42
H17 -2.589 -1.049 4.293  0.50
H18 -0.996 3.003 -0.193  0.70
H19 4.039 -2.266 -6.003  0.26
H20 -1.613 0.070 2.212  -0.49
H21 -0.155 -3.364 3.521  0.40
H22 1.112 0.410 0.067  0.40
H23 -3.113 2.408 3.405  0.49
H24 -0.562 0.183 5.689  0.37
H25 -2.678 0.546 4.975  0.47
H26 -0.467 1.882 -2.207  0.31
H27 -1.405 -2.263 3.048  0.32
H28 -0.209 -2.071 5.431  0.33
H29 -0.075 0.614 4.097  0.33
H30 -1.380 2.400 3.463  0.29
H31 2.268 1.685 0.405  0.34
H32 -3.182 2.439 1.029  0.34
H33 -2.558 -0.678 -2.524  0.36
H34 5.324 -0.610 -5.444  0.31
H35 -0.886 -0.162 -2.807  0.25
H36 4.744 0.324 -4.054  0.32
H37 4.137 -2.934 -2.352  0.28
H38 4.353 -1.201 -2.015  0.41

Values from the calculation:
Lowest unoccupied orbital energy ... 0.4190 eV
Maximum force ... 1.75 eV Å⁻¹
Charge ... 0
HOMO energy ... -9.31 eV

---

Density functional theory data (ωB97M-V/def2-TZVPD) for a molecular structure, C25H39CrN6OP2S in a non-equilibrium geometry.

Each line ends with the Löwdin spin population.
Positions of all 75 atoms, in Å:
Cr1 0.315 -0.149 0.000  1.03
S1 -0.738 0.533 2.028  -0.01
P1 1.730 1.736 0.475  -0.01
P2 2.626 -1.394 0.339  -0.01
O1 -0.755 -1.828 0.191  0.01
N1 -3.012 -2.057 0.359  0.00
N2 0.309 -0.643 -1.970  -0.01
N3 -0.846 1.259 -0.767  -0.01
N4 -1.545 2.127 -0.013  0.00
N5 -2.258 2.703 2.058  0.00
N6 -1.575 -3.428 1.566  0.00
C1 -0.181 0.162 -4.167  0.00
C2 -3.910 -3.373 2.234  0.00
C3 3.819 -0.035 0.742  0.00
C4 -1.812 2.314 -2.766  0.00
C5 -3.259 -1.081 -0.688  0.00
C6 -0.943 1.352 -2.068  0.00
C7 2.471 2.516 -1.000  0.00
C8 -2.535 4.566 -3.217  0.00
C9 0.664 -2.053 -3.856  0.00
C10 1.242 3.190 1.458  0.00
C11 -2.756 1.839 -3.682  0.00
C12 -4.213 -2.669 0.927  0.00
C13 3.143 -2.695 1.525  0.00
C14 3.459 -2.055 -1.163  0.00
C15 -2.687 -4.248 2.037  0.00
C16 -1.558 1.881 1.272  0.00
C17 -0.231 -3.787 1.987  0.00
C18 0.670 -1.816 -2.498  0.01
C19 -1.765 -2.421 0.695  0.00
C20 -3.583 2.723 -4.352  0.00
C21 0.297 -1.017 -4.709  0.01
C22 -3.463 4.088 -4.132  0.00
C23 -0.235 0.295 -2.782  0.01
C24 3.148 1.128 1.458  0.00
C25 -1.723 3.685 -2.525  0.00
H1 -4.950 -1.879 1.078  0.00
H2 4.533 -2.059 -0.976  0.00
H3 3.253 -1.450 -2.044  0.00
H4 -2.389 -4.713 2.974  0.00
H5 2.896 -2.421 2.550  0.00
H6 2.786 1.763 -1.723  0.00
H7 0.963 -2.575 -1.789  0.00
H8 -0.533 0.969 -4.793  0.00
H9 0.961 -3.019 -4.240  0.00
H10 0.415 -2.920 1.911  0.00
H11 -4.629 -3.375 0.201  0.00
H12 -2.346 -0.884 -1.237  0.00
H13 -0.258 -4.112 3.025  0.00
H14 -2.448 5.629 -3.037  0.00
H15 3.849 1.948 1.620  0.00
H16 -4.098 4.779 -4.670  0.00
H17 -3.635 -0.146 -0.268  0.00
H18 -1.006 4.053 -1.804  0.00
H19 -4.324 2.346 -5.045  0.00
H20 0.965 2.878 2.462  0.00
H21 4.221 -2.820 1.433  0.00
H22 -2.868 0.774 -3.844  0.00
H23 -4.765 -3.980 2.526  0.00
H24 -3.722 -2.644 3.024  0.00
H25 1.716 3.148 -1.470  0.00
H26 2.103 3.857 1.507  0.00
H27 3.144 -3.080 -1.357  0.00
H28 2.752 0.820 2.429  0.00
H29 -2.356 2.510 3.038  0.00
H30 0.406 3.723 1.008  0.00
H31 3.323 3.132 -0.714  0.00
H32 2.664 -3.643 1.281  0.00
H33 0.357 -1.144 -5.782  0.00
H34 4.630 -0.445 1.345  0.00
H35 0.177 -4.597 1.376  0.00
H36 -2.795 3.444 1.636  0.00
H37 -2.900 -5.045 1.319  0.00
H38 4.249 0.311 -0.201  0.00
H39 -4.000 -1.478 -1.384  0.00

Values from the calculation:
Lowest unoccupied orbital energy (spin up / spin down) ... -6.8373 / -6.5053 eV
Maximum force ... 2.06 eV Å⁻¹
Spin multiplicity ... 2
Charge ... +2
HOMO energy (spin up / spin down) ... -13.49 / -13.46 eV
Relative energy (zero: lowest compared OMol25 entry of this formula, charge and spin) ... 0.0 kcal/mol

---

Density functional theory data (ωB97M-V/def2-TZVPD) for 2 unconnected molecules or ions with the total composition C8H8S2 in a non-equilibrium geometry.

Each line ends with the Mulliken charge.
Positions of all 18 atoms, in Å:
S1 2.653 1.277 0.230  -0.27
S2 -3.520 0.136 0.007  -0.26
C1 -0.939 -0.067 1.220  -0.47
C2 0.407 0.272 1.151  -0.96
C3 0.153 1.472 -0.966  -0.73
C4 0.957 1.070 0.152  0.71
C5 -1.183 1.128 -0.860  -0.44
C6 -1.761 0.470 0.275  0.56
C7 1.983 -2.552 -0.167  -0.38
C8 0.931 -2.286 -0.666  -0.45
H1 0.059 -2.046 -1.202  0.47
H2 2.903 2.049 -0.859  0.13
H3 -3.767 -0.614 1.208  0.14
H4 1.062 -0.095 1.790  0.63
H5 -1.903 1.331 -1.752  0.19
H6 0.500 1.926 -1.845  0.40
H7 -1.387 -0.708 1.895  0.34
H8 2.851 -2.764 0.389  0.39

Values from the calculation:
Lowest unoccupied orbital energy ... 0.7249 eV
Maximum force ... 4.59 eV Å⁻¹
Charge ... 0
HOMO energy ... -7.87 eV
SMILES ... Sc1ccc(S)cc1.C#C
Relative energy (zero: lowest compared OMol25 entry of this formula, charge and spin) ... 19.5 kcal/mol

---

Density functional theory data (ωB97M-V/def2-TZVPD) for C4H9N in the gas phase.

Each line ends with the Mulliken charge.
Positions of all 14 atoms, in Å:
N1 -0.765 -1.059 -1.692  -0.60
C1 -0.311 0.592 0.109  -0.46
C2 1.541 0.268 1.748  -1.15
C3 -1.266 0.131 -0.968  -0.43
C4 0.644 -0.146 0.636  0.07
H1 1.148 1.132 2.279  0.31
H2 -1.404 0.960 -1.656  0.32
H3 2.483 0.629 1.328  0.26
H4 -2.220 -0.071 -0.479  0.29
H5 0.748 -1.158 0.260  0.38
H6 -0.334 -0.721 -2.549  0.21
H7 -0.470 1.574 0.554  0.26
H8 1.780 -0.545 2.423  0.33
H9 -1.574 -1.587 -1.995  0.23

Values from the calculation:
Lowest unoccupied orbital energy ... 1.1373 eV
Maximum force ... 0.85 eV Å⁻¹
Charge ... 0
HOMO energy ... -8.96 eV
SMILES ... C/C=C/CN
Relative energy (zero: lowest compared OMol25 entry of this formula, charge and spin) ... 13.2 kcal/mol